# C8H24O4

A 4-piece molecular cluster, C8H24O4 overall in a non-equilibrium geometry (wB97M-V/def2-TZVPD, the OMol25 dataset).

Output
E_LUMO: 0.0176 Ha
E_tot: -16869.9740 eV
M: 184.28 g mol⁻¹
SMILES: CCO.CCO.CCO.CCO
Highest occupied orbital energy: -0.342 Eh
Relative energy (zero: lowest compared OMol25 entry of this formula, charge and spin): 456.9 kJ/mol

Geometry as ORCA input:
```
! wB97M-V def2-TZVPD RIJCOSX def2/J DEFGRID3
* xyz 0 1
C 4.3564 -0.0639 2.3708
C 3.0844 0.7403 2.1271
O 2.6440 0.5220 0.9398
H 4.8151 0.1299 3.2521
H 5.0376 0.3932 1.7305
H 4.2204 -1.0142 2.2389
H 3.1539 1.8436 2.3160
H 2.3523 0.3002 2.9494
H 1.6495 0.3102 1.0338
C 0.5785 -2.5091 2.3558
C -0.4852 -1.6296 1.5493
O 0.0461 -0.3198 1.3902
H 1.5716 -2.7229 1.7234
H 0.1453 -3.4535 2.5652
H 0.8827 -1.8607 3.3053
H -1.3249 -1.3635 2.2057
H -0.7546 -2.2977 0.5718
H -0.6766 0.2634 1.3808
C -0.9577 2.9611 0.2133
C -1.2490 2.1260 -0.9841
O -1.9816 0.9952 -0.5917
H -0.0420 2.4780 0.6631
H -1.7266 3.0745 0.7626
H -0.8377 4.0408 -0.1733
H -0.5087 1.8283 -1.5839
H -2.0467 2.8098 -1.6551
H -1.9849 0.2193 -1.3058
C -2.2767 -0.0182 -3.9140
C -2.3884 -1.3836 -3.5038
O -1.9291 -1.6033 -2.1586
H -2.7664 0.0295 -4.9475
H -1.3752 0.4096 -4.0947
H -2.7766 0.6996 -3.2372
H -1.8031 -1.9752 -4.2308
H -3.3780 -1.6132 -3.4559
H -1.2682 -2.3458 -1.8085
*
```